{
  "formula": "C37H46CaF18N3O36S6",
  "method": "ωB97M-V/def2-TZVPD",
  "symbols": ["Ca", "C", "F", "F", "F", "S", "O", "O", "N", "S", "O", "O", "C", "F", "F", "F", "C", "F", "F", "F", "S", "O", "O", "N", "S", "O", "O", "C", "F", "F", "F", "C", "F", "F", "F", "S", "O", "O", "N", "S", "O", "O", "C", "F", "F", "F", "C", "C", "O", "C", "O", "O", "H", "H", "H", "H", "C", "C", "C", "O", "C", "O", "O", "H", "H", "H", "H", "H", "H", "C", "C", "C", "O", "C", "O", "O", "H", "H", "H", "H", "H", "H", "C", "C", "C", "O", "C", "O", "O", "H", "H", "H", "H", "H", "H", "C", "C", "C", "O", "C", "O", "O", "H", "H", "H", "H", "H", "H", "C", "C", "C", "O", "C", "O", "O", "H", "H", "H", "H", "H", "H", "C", "C", "C", "O", "C", "O", "O", "H", "H", "H", "H", "H", "H", "C", "C", "C", "O", "C", "O", "O", "H", "H", "H", "H", "H", "H"],
  "coordinates": [[-0.456, -0.500, -3.084], [1.135, 3.456, -3.466], [1.331, 4.610, -2.890], [1.694, 3.377, -4.658], [1.722, 2.501, -2.712], [-0.696, 2.917, -3.600], [-1.069, 2.766, -2.210], [-1.349, 3.982, -4.310], [-0.548, 1.319, -4.394], [-1.060, 1.695, -5.841], [-2.480, 1.653, -5.996], [-0.328, 2.698, -6.570], [-0.471, 0.102, -6.691], [0.858, 0.073, -6.761], [-0.895, -0.987, -6.038], [-0.962, 0.061, -7.918], [-0.096, -4.754, -3.499], [-0.187, -5.959, -3.010], [1.160, -4.457, -3.755], [-0.825, -4.666, -4.591], [-0.806, -3.508, -2.178], [-1.417, -4.228, -1.102], [0.380, -2.773, -1.781], [-1.713, -2.347, -3.043], [-3.196, -2.864, -3.080], [-3.352, -4.271, -3.302], [-4.008, -2.329, -2.003], [-3.729, -2.047, -4.708], [-3.501, -0.735, -4.641], [-3.001, -2.557, -5.685], [-5.017, -2.275, -4.913], [-2.026, -1.313, 0.860], [-2.055, -0.982, 2.146], [-1.184, -2.305, 0.675], [-3.257, -1.705, 0.538], [-1.710, 0.180, -0.283], [-2.647, 0.136, -1.398], [-1.840, 1.394, 0.461], [-0.110, 0.004, -0.958], [0.813, 0.540, 0.201], [1.180, 1.891, -0.062], [0.392, 0.252, 1.557], [2.375, -0.539, 0.083], [2.126, -1.723, 0.586], [2.794, -0.653, -1.183], [3.326, 0.165, 0.694], [3.818, 0.642, 4.230], [4.279, 2.059, 4.060], [3.069, 2.825, 4.071], [2.026, 1.980, 3.867], [0.941, 2.359, 3.571], [2.494, 0.706, 3.723], [3.814, 0.341, 5.282], [4.411, -0.072, 3.664], [4.674, 2.167, 3.046], [4.953, 2.395, 4.843], [0.885, 4.732, 1.333], [2.376, 4.632, 1.153], [2.906, 4.822, -0.272], [4.012, 5.713, -0.124], [3.970, 6.279, 1.103], [4.664, 7.180, 1.444], [3.034, 5.712, 1.864], [0.538, 5.721, 1.018], [0.600, 4.694, 2.388], [0.200, 3.982, 0.940], [2.807, 3.756, 1.636], [2.207, 5.314, -0.943], [3.131, 3.854, -0.716], [-5.146, -4.241, 1.397], [-3.944, -5.089, 1.042], [-3.631, -6.070, 2.185], [-3.766, -7.371, 1.615], [-4.220, -7.252, 0.354], [-4.369, -8.190, -0.370], [-4.451, -5.981, 0.043], [-5.298, -3.519, 0.589], [-5.020, -3.648, 2.306], [-6.069, -4.814, 1.440], [-3.036, -4.558, 0.766], [-4.353, -5.926, 2.991], [-2.678, -5.759, 2.616], [2.949, -5.223, -1.124], [3.211, -5.297, 0.387], [2.094, -4.718, 1.249], [1.964, -5.698, 2.280], [2.439, -6.856, 1.868], [2.353, -7.898, 2.440], [3.253, -6.670, 0.775], [3.134, -4.212, -1.483], [1.947, -5.536, -1.414], [3.599, -5.941, -1.625], [4.044, -4.661, 0.698], [1.099, -4.558, 0.813], [2.245, -3.741, 1.699], [-3.850, 6.812, 0.113], [-3.377, 5.848, -0.960], [-3.829, 4.401, -0.810], [-4.151, 3.953, -2.125], [-4.337, 5.050, -2.880], [-4.732, 5.017, -4.003], [-4.050, 6.174, -2.205], [-3.451, 6.436, 1.059], [-4.937, 6.795, 0.176], [-3.498, 7.827, -0.047], [-2.300, 5.824, -1.138], [-4.627, 4.343, -0.066], [-2.989, 3.800, -0.459], [-4.463, 1.855, 2.731], [-3.771, 2.927, 3.547], [-2.695, 3.785, 2.815], [-3.003, 5.084, 3.312], [-4.118, 5.107, 4.017], [-4.538, 6.036, 4.648], [-4.738, 3.917, 3.931], [-5.325, 1.489, 3.290], [-3.841, 1.015, 2.428], [-4.849, 2.275, 1.798], [-3.385, 2.454, 4.454], [-2.837, 3.664, 1.742], [-1.688, 3.521, 3.133], [-0.894, -4.115, 3.592], [-0.083, -2.853, 3.834], [-0.195, -2.220, 5.267], [1.140, -1.973, 5.648], [1.992, -2.580, 4.814], [3.174, -2.674, 5.002], [1.335, -3.120, 3.807], [-0.990, -4.225, 2.508], [-1.922, -3.963, 3.931], [-0.516, -5.071, 3.945], [-0.166, -2.032, 3.125], [-0.728, -2.934, 5.899], [-0.831, -1.339, 5.202], [5.795, 0.416, -1.449], [6.888, 1.102, -2.258], [7.848, 0.203, -3.011], [7.939, 0.765, -4.296], [6.893, 1.621, -4.497], [6.695, 2.045, -5.591], [6.197, 1.740, -3.361], [5.416, -0.504, -1.892], [4.939, 1.070, -1.293], [6.248, 0.215, -0.474], [7.409, 1.876, -1.692], [7.538, -0.842, -2.961], [8.809, 0.323, -2.503]],
  "lowdin_charge": [1.421, -0.657, 0.185, 0.160, 0.089, 0.704, -0.291, -0.244, -0.451, 0.537, -0.249, -0.265, -0.672, 0.138, 0.096, 0.160, -0.678, 0.184, 0.162, 0.159, 0.667, -0.258, -0.372, -0.459, 0.571, -0.262, -0.274, -0.667, 0.134, 0.146, 0.169, -0.648, 0.144, 0.144, 0.137, 0.675, -0.296, -0.269, -0.447, 0.565, -0.253, -0.278, -0.650, 0.168, 0.118, 0.137, -0.134, -0.112, 0.053, -0.546, 0.159, 0.041, 0.136, 0.135, 0.132, 0.135, -0.021, -0.282, -0.086, 0.071, -0.589, 0.152, 0.092, 0.094, 0.076, 0.074, 0.135, 0.118, 0.121, -0.025, -0.291, -0.093, 0.086, -0.577, 0.158, 0.096, 0.081, 0.087, 0.098, 0.122, 0.127, 0.098, -0.010, -0.294, -0.097, 0.078, -0.563, 0.161, 0.085, 0.082, 0.069, 0.089, 0.155, 0.130, 0.102, -0.004, -0.291, -0.112, 0.083, -0.587, 0.162, 0.082, 0.076, 0.095, 0.087, 0.155, 0.132, 0.105, -0.015, -0.288, -0.052, 0.064, -0.592, 0.151, 0.082, 0.089, 0.066, 0.087, 0.153, 0.102, 0.128, -0.014, -0.258, -0.076, 0.084, -0.587, 0.145, 0.069, 0.065, 0.090, 0.103, 0.125, 0.129, 0.133, -0.024, -0.288, -0.122, 0.063, -0.554, 0.169, 0.083, 0.084, 0.075, 0.091, 0.155, 0.133, 0.134],
  "e_tot_ev": -249662.9674,
  "orbital_gap_ev": 9.934,
  "fmax_ev_per_a": 4.8,
  "total_charge": -1
}

{
  "formula": "C37H46InN3O2SSi",
  "method": "ωB97M-V/def2-TZVPD",
  "symbols": ["In", "C", "C", "C", "C", "C", "C", "C", "C", "C", "C", "C", "C", "H", "H", "H", "H", "H", "H", "H", "H", "H", "H", "H", "H", "H", "H", "H", "H", "H", "H", "C", "C", "C", "C", "C", "C", "C", "S", "O", "O", "N", "C", "C", "C", "C", "C", "C", "C", "C", "N", "C", "H", "H", "H", "H", "H", "H", "H", "H", "H", "H", "H", "H", "H", "C", "Si", "C", "C", "N", "C", "C", "C", "C", "C", "C", "H", "H", "H", "H", "H", "H", "H", "H", "H", "H", "H", "H", "H", "H", "H"],
  "coordinates": [[9.385, 11.595, 13.961], [9.576, 15.034, 17.280], [8.300, 14.705, 16.635], [7.779, 13.386, 16.786], [8.577, 12.207, 17.381], [6.510, 13.016, 16.314], [5.991, 11.624, 16.443], [5.700, 14.009, 15.692], [4.196, 13.778, 15.468], [6.248, 15.290, 15.396], [5.502, 16.239, 14.595], [7.517, 15.696, 15.991], [7.797, 17.117, 16.198], [9.809, 16.150, 17.395], [10.405, 14.572, 16.693], [9.732, 14.659, 18.335], [8.113, 11.835, 18.320], [9.633, 12.434, 17.638], [8.603, 11.352, 16.668], [5.319, 11.444, 15.599], [5.465, 11.412, 17.364], [6.792, 10.866, 16.381], [3.978, 13.093, 14.604], [3.703, 14.763, 15.313], [3.751, 13.278, 16.345], [4.808, 16.909, 15.175], [4.851, 15.716, 13.873], [6.065, 16.748, 13.769], [8.828, 17.330, 16.317], [7.183, 17.530, 17.027], [7.449, 17.695, 15.265], [8.656, 7.180, 7.006], [8.162, 7.976, 8.170], [9.087, 8.925, 8.581], [8.896, 9.687, 9.719], [7.855, 9.306, 10.592], [6.887, 8.348, 10.221], [7.025, 7.707, 8.987], [7.919, 9.887, 12.279], [7.935, 11.328, 12.229], [6.864, 9.206, 13.037], [9.375, 9.694, 13.037], [9.661, 8.508, 13.622], [9.039, 7.371, 13.056], [9.236, 6.219, 13.816], [9.926, 6.133, 15.029], [10.430, 7.331, 15.639], [10.906, 7.448, 16.953], [11.417, 8.652, 17.405], [11.396, 9.741, 16.546], [11.009, 9.659, 15.273], [10.324, 8.542, 14.871], [7.819, 6.763, 6.395], [9.318, 6.311, 7.271], [9.222, 7.843, 6.358], [10.036, 8.919, 8.030], [9.429, 10.658, 9.904], [6.070, 8.059, 10.931], [6.436, 6.805, 8.773], [8.609, 7.410, 12.060], [8.908, 5.248, 13.357], [10.044, 5.206, 15.568], [10.773, 6.658, 17.697], [11.669, 8.805, 18.466], [11.681, 10.741, 16.900], [13.859, 7.222, 5.872], [13.852, 11.597, 8.550], [15.077, 10.267, 8.514], [12.348, 11.077, 9.544], [14.223, 13.174, 8.505], [13.626, 14.321, 8.129], [12.998, 15.175, 9.072], [12.806, 16.483, 8.726], [13.020, 16.961, 7.427], [13.517, 16.127, 6.497], [13.821, 14.808, 6.818], [14.582, 7.906, 6.325], [13.951, 6.473, 6.743], [12.805, 7.729, 5.684], [15.796, 10.313, 7.682], [14.533, 9.300, 8.563], [15.737, 10.310, 9.413], [11.716, 10.489, 8.861], [11.737, 11.968, 9.836], [12.639, 10.480, 10.395], [12.761, 14.852, 10.093], [12.415, 17.212, 9.424], [12.835, 18.006, 7.249], [13.663, 16.372, 5.459], [14.318, 14.172, 6.103], [14.702, 6.626, 5.256]],
  "lowdin_charge": [0.836, -0.074, -0.208, -0.197, -0.096, -0.212, -0.048, -0.156, -0.050, -0.194, -0.106, -0.178, -0.064, 0.087, 0.092, 0.097, 0.097, 0.065, 0.003, 0.081, 0.089, 0.069, 0.094, 0.068, 0.081, 0.112, 0.076, 0.101, 0.044, 0.108, 0.099, -0.067, -0.263, -0.060, -0.040, -0.281, -0.055, -0.015, 0.566, -0.468, -0.296, -0.249, -0.294, -0.020, -0.081, -0.035, -0.153, -0.013, -0.061, -0.150, 0.062, -0.176, 0.091, 0.104, 0.066, 0.108, 0.127, 0.134, 0.119, 0.098, 0.117, 0.100, 0.121, 0.113, 0.114, -0.101, 0.664, -0.213, -0.185, -0.067, -0.418, -0.049, -0.110, -0.129, -0.124, -0.050, -0.044, 0.020, 0.063, 0.037, 0.032, 0.054, 0.001, 0.047, 0.032, 0.108, 0.097, 0.093, 0.098, 0.096, 0.067],
  "e_tot_ev": -71563.0510,
  "orbital_gap_ev": 6.984,
  "fmax_ev_per_a": 3.4,
  "relative_energy_kj_mol": 0.0
}